Formula: C4H34ClN8O17
Source: OMol25
Level of theory: ωB97M-V with the def2-TZVPD basis set

XYZ file:
```
64
Properties=species:S:1:pos:R:3:forces:R:3
Cl -0.16230 -0.82824 0.36098 2.4 1.2 -3.1
O -0.98367 -0.63661 -0.77901 -2.8 0.0 -0.8
O 1.11603 -0.37902 -0.15393 1.3 -0.2 1.2
O -0.53990 -0.03664 1.45679 -1.0 1.3 1.9
O -0.12866 -2.18388 0.72654 0.1 -2.2 0.7
O -4.02930 3.48540 -0.50996 -0.1 0.3 0.1
H -3.13901 3.26550 -0.78426 0.2 -0.2 0.0
H -4.59065 2.92291 -1.04356 -0.2 -0.2 -0.2
O -4.70872 -2.15913 2.28752 -0.3 -0.2 0.1
H -3.91940 -1.72479 2.61086 0.4 0.0 0.0
H -5.23684 -1.45219 1.91665 -0.1 0.2 -0.1
O 1.46571 -4.30030 -2.36056 0.2 -0.2 -0.2
H 0.76573 -4.90717 -2.60137 -0.1 -0.1 0.0
H 1.14263 -3.86139 -1.57366 -0.1 0.4 0.3
O 2.27579 -1.04617 -5.03896 0.3 -0.2 -0.1
H 1.51195 -0.82153 -4.50764 -0.2 0.0 0.3
H 2.22041 -0.46427 -5.79696 -0.1 0.2 -0.1
O -0.28223 -2.16860 5.61303 -0.1 -0.2 0.2
H 0.44539 -2.09167 4.99588 0.1 0.0 -0.3
H -0.21804 -1.38474 6.15863 0.0 0.3 0.2
O 5.63500 -2.43377 -2.26231 0.0 -0.1 -0.2
H 6.55347 -2.30865 -2.50103 0.2 0.0 0.0
H 5.55455 -2.03030 -1.39805 -0.1 0.1 0.4
O -2.76694 -5.93022 1.91136 -0.2 -0.2 0.2
H -2.23331 -6.72249 1.84990 0.1 -0.1 0.0
H -2.47789 -5.38861 1.17696 0.0 0.4 -0.3
O -3.08104 -4.68038 -1.64014 -0.1 -0.2 0.2
H -3.16853 -3.93492 -2.23417 0.1 0.3 0.0
H -2.70043 -5.37360 -2.17942 0.1 -0.2 -0.1
O -2.73477 2.55986 4.78206 -0.2 0.3 0.1
H -2.15403 2.24312 5.47390 0.2 -0.1 0.2
H -2.61705 1.93609 4.06563 0.1 -0.2 -0.3
C 2.13573 1.78714 7.02624 -2.1 -1.4 0.3
O 1.05351 1.27329 7.11121 -2.4 -1.0 0.0
N 2.74945 2.30758 8.02780 2.9 2.5 4.3
N 2.82048 1.83246 5.93346 2.1 -0.1 -4.8
H 2.40952 2.28431 8.97860 -0.1 -0.1 -0.5
H 3.68023 2.66673 7.87049 -0.3 0.0 0.5
H 3.76617 2.17880 5.85725 -0.4 -0.2 0.0
H 2.43056 1.34799 5.13763 0.1 0.2 0.1
C -0.88965 3.07422 -4.88384 0.0 -1.4 -2.5
O -0.54959 2.08241 -5.53802 -0.2 0.3 0.5
N -1.82036 3.91950 -5.32422 -1.3 1.3 -0.3
N -0.28619 3.42935 -3.77228 2.0 -0.3 2.4
H -2.32652 3.69692 -6.16942 0.1 0.2 0.4
H -2.02916 4.72000 -4.74483 -0.4 -0.1 -0.5
H -0.50886 4.14234 -3.09245 -0.3 -0.2 -0.5
H 0.38322 2.71738 -3.51714 0.0 0.3 0.5
C 6.76603 0.48349 1.28488 -0.7 -5.4 1.6
O 6.52705 -0.73365 1.34623 1.2 0.4 -0.7
N 7.83913 1.09703 1.66560 6.0 0.8 1.3
N 5.85840 1.33444 1.11052 -6.0 5.0 -2.0
H 7.96372 2.09910 1.64520 -0.1 -0.5 -0.1
H 8.65487 0.54614 1.89183 -0.2 0.1 -0.1
H 6.08643 2.31746 1.15261 -0.5 -0.3 -0.2
H 4.90411 1.09988 0.87723 0.3 -0.2 0.0
C -5.70908 0.56331 -4.44090 -1.2 2.6 2.1
O -6.05342 1.44699 -3.67636 -0.4 2.0 -0.5
N -5.22156 -0.49774 -3.97440 2.6 -6.3 2.8
N -5.74153 0.47423 -5.74042 -1.0 2.0 -4.6
H -4.96823 -0.56212 -2.99880 -0.2 -0.2 -0.3
H -4.98831 -1.21311 -4.64815 0.5 -0.2 0.9
H -5.94139 1.34255 -6.21600 -0.3 -0.6 -0.4
H -5.80844 -0.42194 -6.20141 0.1 0.6 -0.1
```
Positions in Å, forces in eV/Å.

## Properties
Kohn-Sham gap in hartree: 0.278
Total energy in a.u.: -2349.97457
Charge: -1



Formula: C4H34N2O13S
Source: OMol25
Level of theory: ωB97M-V with the def2-TZVPD basis set

XYZ file:
```
54
Properties=species:S:1:pos:R:3:forces:R:3
O 0.70373 -1.70730 -0.28082 -1.0 -1.1 -0.6
C 0.69086 -0.66435 0.41986 0.4 3.2 1.6
N 1.95001 -0.08445 0.58719 1.7 -1.8 -0.9
C 2.38768 1.22214 1.03087 0.4 0.1 1.3
C 1.56407 2.49421 0.63406 -1.3 -2.5 0.1
S 0.83111 3.41470 2.05438 0.8 -0.6 -0.5
C -0.49968 0.01222 0.89997 -0.7 -1.2 -1.4
N -1.65569 -0.32380 -0.21321 4.5 -6.2 3.1
H 2.81929 -0.70115 0.30438 -2.8 1.4 0.7
H 2.63194 1.12126 2.11494 -0.5 0.7 -0.3
H 3.37901 1.33151 0.60785 0.3 0.1 -0.2
H 0.71224 2.05476 0.07051 0.4 0.2 0.3
H 2.14695 2.99786 -0.09735 0.4 1.3 0.0
H 0.98317 2.30675 2.80897 -0.3 0.4 0.2
H -0.91849 0.50426 1.87164 1.4 -1.1 -2.3
H -2.36373 -0.99802 0.03084 -0.2 0.0 0.8
H -2.02710 0.49156 -0.31077 -3.1 6.2 -1.9
H -1.21714 -0.75250 -1.01283 0.5 0.6 -0.8
H 0.20101 -0.25893 -2.28487 0.0 -0.4 -1.4
H 0.77284 -1.16593 -3.32798 2.1 -1.1 -0.3
O -0.00318 -0.69323 -3.15215 -2.7 2.1 1.6
H -1.16302 1.66915 -2.67160 2.5 -0.9 -1.7
H -1.60729 2.74786 -1.68660 -0.6 -1.5 -1.5
O -1.90823 1.92495 -2.20854 -2.1 1.9 2.9
H 1.51111 -1.98461 -1.53407 2.1 0.8 -2.2
H 2.15465 -2.75236 -2.82993 0.2 0.4 0.3
O 2.20015 -1.87219 -2.41302 -1.6 -1.4 2.1
H -0.61854 -1.45940 3.84370 -3.2 1.6 -1.1
H -1.72076 -0.54501 4.53294 -0.8 1.1 2.5
O -1.53326 -0.89415 3.70550 3.6 -2.4 -0.9
H -0.16827 -2.30143 1.73711 0.1 -0.7 1.1
H -1.30135 -2.86709 2.52049 0.6 -0.4 0.2
O -0.32593 -2.81752 2.58052 -0.4 0.5 -1.4
H -2.62176 -0.98080 2.40043 -0.8 0.6 -2.6
H -3.51744 0.04230 2.42097 -1.1 0.8 -0.6
O -3.22099 -0.49019 1.67034 1.0 -1.2 3.7
H 3.96827 0.55185 -1.42396 -0.5 -0.1 0.0
H 3.68090 -0.98810 -1.84080 -0.4 0.6 -0.2
O 4.34454 -0.28548 -1.68128 0.9 -0.5 0.1
H 2.42192 1.78666 -2.48818 0.5 -0.3 -0.1
H 1.60560 2.64702 -3.37154 0.3 2.9 -3.1
O 1.53334 2.03471 -2.72066 -0.8 -2.6 3.3
H 0.26399 -3.47654 -0.67063 0.2 0.1 -0.9
H 0.50208 -4.89571 -0.48797 0.3 -0.8 -0.2
O 0.27489 -4.30323 -1.20967 -0.2 0.7 1.1
H -3.37460 1.91546 1.09808 1.6 -3.4 -1.1
H -3.11490 3.11323 1.94649 1.6 0.9 1.3
O -3.71538 2.69749 1.38433 -3.2 2.5 -0.2
H -2.33637 -3.15511 -0.61632 -1.8 2.3 -3.6
H -1.41980 -4.04925 -0.19425 1.8 -1.7 -0.2
O -2.12557 -3.55617 0.15797 -0.3 -0.6 3.7
H -0.06455 3.38845 -0.74728 -0.9 1.7 -1.3
H -1.11028 4.47149 -0.67179 -2.5 2.1 2.9
O -0.58203 4.08213 -1.28633 3.5 -3.3 -1.2
```
Positions in Å, forces in eV/Å.

## Properties
Kohn-Sham gap in hartree: 0.295
Total energy in a.u.: -1658.44660
ΔE to the lowest compared entry with this formula, charge and spin in eV: 7.123



Formula: C4H34N2O14
Source: OMol25
Level of theory: ωB97M-V with the def2-TZVPD basis set

XYZ file:
```
54
Properties=species:S:1:pos:R:3:forces:R:3
N 0.60406 -1.13130 -0.50270 0.7 1.4 -1.1
C 1.52741 -0.33390 -1.37689 -0.1 1.5 0.8
C 0.84917 0.05454 -2.70693 2.4 1.0 -1.3
N -0.17473 0.97238 -2.41999 -3.4 -0.6 0.2
C -0.13717 2.32711 -2.78713 -1.8 3.5 -0.2
C -0.18718 3.21464 -1.47943 -0.1 -0.1 -1.2
O -1.40208 3.88188 -1.33416 1.4 -1.1 -0.1
O 0.69009 3.30054 -0.66533 -0.1 0.0 0.2
H -0.36856 -0.99935 -0.85867 1.2 -0.9 0.5
H 1.04211 -2.06404 -0.51778 -1.7 0.5 -0.2
H 2.48082 -0.95100 -1.35525 -0.8 1.3 -0.6
H 1.66065 0.79172 -0.94845 0.2 -3.0 -0.5
H 1.51231 0.63885 -3.38708 0.6 -0.6 0.7
H 0.44071 -0.62571 -3.41830 -0.1 -1.7 0.2
H -1.10807 0.55105 -2.61137 1.0 0.7 0.4
H -1.14495 2.68075 -3.24639 1.7 -0.9 0.1
H 0.69696 2.73634 -3.46508 -0.9 -1.0 1.0
H -1.35171 4.18996 -0.42383 -0.2 0.5 0.4
H 1.34495 2.61984 3.66056 -0.4 3.8 2.2
H 1.32657 1.26198 3.60766 -0.3 -2.5 0.2
O 1.55509 1.98843 3.05090 1.1 -0.6 -1.9
H -2.45870 -2.86590 -1.80462 -2.4 -0.8 -0.3
H -1.16103 -2.88417 -1.20766 0.5 0.3 -0.2
O -1.68739 -2.35571 -1.82946 1.9 0.3 0.4
H 2.38204 2.10349 1.06717 1.6 -2.2 0.0
H 3.06591 0.89412 1.82574 -0.1 0.4 -0.1
O 3.01467 1.30552 0.95411 -1.5 1.4 0.3
H -1.64374 -2.38871 1.66565 0.4 0.0 -1.5
H -1.37271 -3.11440 2.77568 0.5 -1.7 -1.4
O -1.33362 -3.31721 1.78311 -0.8 1.8 2.9
H 4.11090 1.05018 -0.95421 -0.9 -2.1 1.2
H 3.55026 2.44216 -1.12680 -1.5 0.7 0.5
O 4.29443 1.89977 -1.24393 2.7 1.6 -2.1
H -3.63470 -2.92931 0.85379 -0.5 0.3 -0.6
H -3.54698 -1.47168 0.49767 -0.4 -0.5 -0.6
O -4.06951 -2.27299 0.26393 1.1 0.2 1.1
H -3.50551 1.67186 -1.89058 -0.3 0.4 0.2
H -4.33077 0.29576 -1.71142 2.8 1.6 -1.1
O -3.45024 0.73449 -2.06749 -2.4 -1.9 0.9
H -2.05398 0.21283 1.88709 -0.2 0.8 0.3
H -0.61954 -0.11510 1.44110 -1.1 -0.6 0.0
O -1.53557 -0.48870 1.51207 0.9 -0.7 -0.2
H 1.06193 -0.97683 3.34850 0.9 -1.8 -1.6
H -0.20830 -0.49063 4.10572 0.6 0.0 -0.3
O 0.70050 -0.27276 3.83950 -1.7 1.6 2.3
H 0.97036 -2.29812 1.45540 2.0 1.7 1.1
H 1.60751 -0.92954 1.23563 -0.3 1.4 -1.4
O 1.68467 -1.64410 1.83315 -1.4 -3.6 0.9
H -0.61233 1.91612 0.90095 0.7 -0.3 -2.1
H 0.08844 2.16051 2.23846 1.6 -0.1 0.3
O -0.74067 2.12333 1.79283 -2.7 0.5 1.3
H -0.04871 -4.56370 0.36257 -0.6 0.4 0.5
H 1.16402 -4.55730 -0.41682 1.5 -0.7 -0.8
O 0.46189 -3.97803 -0.20119 -0.9 0.0 0.4
```
Positions in Å, forces in eV/Å.

## Properties
Kohn-Sham gap in hartree: 0.316
Total energy in a.u.: -1335.59565
ΔE to the lowest compared entry with this formula, charge and spin in eV: 5.063